[1]
{"formula": "C28H53BN6ReS3Si2", "method": "ωB97M-V/def2-TZVPD", "symbols": ["C", "H", "C", "H", "H", "H", "C", "Si", "H", "C", "C", "H", "H", "C", "C", "H", "H", "H", "C", "N", "Re", "C", "B", "C", "H", "H", "C", "H", "H", "H", "C", "C", "H", "S", "C", "H", "C", "H", "H", "H", "H", "C", "H", "H", "H", "H", "N", "H", "S", "H", "H", "H", "H", "H", "H", "H", "C", "H", "H", "H", "N", "S", "C", "C", "C", "C", "H", "H", "H", "N", "H", "N", "C", "C", "N", "H", "C", "H", "C", "C", "Si", "H", "H", "H", "H", "H", "H", "H", "H", "C", "C", "H", "H", "H"], "xyz": [[-2.569, -0.151, -3.477], [-4.822, 0.030, 0.007], [2.381, 1.574, 4.076], [-1.047, -5.410, -2.093], [-5.944, 0.362, -1.316], [-5.819, 3.357, -1.543], [0.019, -2.260, -1.860], [-1.521, -0.038, 3.263], [5.569, 3.694, -1.515], [-1.980, 1.048, -1.744], [-4.363, 1.850, -1.084], [-2.454, -0.763, -4.345], [-6.033, 1.303, 0.158], [-3.693, 0.343, -2.910], [0.920, -4.060, 0.451], [-0.917, -5.976, -0.431], [-1.167, -1.009, 5.570], [1.013, -0.857, 5.703], [1.574, -3.317, -2.964], [-1.496, 0.291, -2.757], [0.201, -0.202, 0.371], [0.959, 2.262, -3.455], [-0.069, -0.027, -3.274], [0.590, -4.543, -0.966], [5.132, 2.361, -2.580], [-3.770, -0.543, 2.310], [4.753, 3.245, -2.073], [-5.549, 2.253, -2.880], [-2.023, 2.445, 3.142], [2.822, 4.905, -1.103], [3.626, 2.873, -1.106], [4.164, 1.918, -0.049], [-0.095, 0.013, -4.458], [-1.008, 1.787, -0.523], [-0.832, -5.104, -1.071], [2.555, -1.566, 5.298], [0.233, 0.364, 2.339], [-1.589, -4.386, -0.766], [1.388, -6.026, -2.340], [-2.613, -1.720, 1.737], [4.432, 3.964, -2.820], [1.366, -2.116, -3.562], [-4.350, 3.492, -2.507], [1.472, -6.459, -0.640], [4.592, 1.020, -0.488], [4.026, -1.183, 3.017], [2.521, 2.288, -1.901], [-1.155, -2.284, 4.359], [-1.178, -1.854, -0.690], [0.299, 2.481, -4.270], [-4.614, 3.237, 0.509], [3.813, 4.507, 0.284], [3.558, -0.341, 1.566], [0.233, 1.465, 2.373], [2.225, 4.018, -3.125], [-2.683, -0.127, 0.994], [1.583, -5.639, -1.344], [3.391, 1.642, 0.668], [0.213, -3.317, 0.824], [3.334, 1.483, 4.589], [0.722, -3.408, -1.902], [2.241, -0.248, -0.827], [-3.796, 2.679, 0.062], [-2.032, 1.679, 3.913], [-5.059, 2.790, -2.073], [3.182, -0.962, 2.370], [2.177, 3.856, 0.166], [1.666, 1.966, 4.794], [4.959, 2.426, 0.491], [0.936, 1.059, -2.812], [0.897, -4.905, 1.133], [-3.326, 1.107, -1.838], [1.929, 3.020, -2.893], [-1.611, -1.341, 4.639], [0.391, -1.453, -2.872], [-3.039, 1.631, 4.318], [1.578, -1.312, 4.897], [1.825, -1.694, -4.431], [-2.756, -0.661, 1.938], [1.894, 1.095, -1.862], [1.828, -0.133, 3.429], [-3.061, 3.398, -0.288], [-3.353, 2.057, 0.834], [1.921, -3.633, 0.473], [1.097, -2.242, 4.615], [2.271, -4.082, -3.230], [2.608, -5.284, -1.282], [-1.383, 2.010, 4.718], [2.842, -1.901, 1.945], [3.068, 4.115, -0.402], [-5.349, 0.816, -0.529], [2.500, 2.310, 3.285], [-2.660, -1.541, 4.846], [-4.710, 0.192, -3.197]], "forces_ev_per_angstrom": [[-0.49, 0.00, -0.01], [0.03, -0.06, 0.08], [-0.17, -0.73, -0.29], [0.03, -0.06, -0.09], [-0.06, -0.08, -0.08], [-0.08, 0.05, 0.04], [-0.07, -0.02, -0.32], [-0.44, 0.35, -0.30], [0.08, 0.04, 0.08], [0.21, -0.01, -0.17], [-0.62, 0.39, 0.43], [0.02, -0.16, -0.21], [-0.08, 0.07, 0.05], [0.19, -0.48, -0.51], [-0.06, 0.04, 0.01], [-0.01, -0.09, 0.07], [0.10, 0.06, 0.11], [-0.11, 0.05, 0.09], [0.37, 0.29, -0.46], [-0.33, 0.59, 0.09], [-0.16, 0.69, 0.38], [0.17, 0.37, 0.05], [0.01, -0.05, 0.42], [-0.20, -0.57, 0.62], [0.05, -0.09, -0.06], [-0.18, 0.05, 0.12], [-0.13, -0.09, 0.10], [-0.05, -0.06, -0.07], [0.04, 0.04, -0.18], [-0.09, 0.13, -0.11], [0.63, 0.36, 0.50], [-0.08, 0.06, -0.03], [-0.04, -0.01, -0.25], [0.80, -0.33, 0.92], [0.05, 0.06, -0.02], [0.25, 0.06, -0.05], [-0.18, -0.70, -0.10], [0.00, -0.03, 0.06], [0.01, -0.08, -0.12], [0.03, -0.21, 0.04], [-0.03, 0.10, -0.09], [0.16, -0.23, -0.01], [0.07, 0.08, -0.01], [-0.03, -0.02, 0.02], [0.03, -0.08, 0.01], [0.08, -0.09, 0.19], [-0.56, -0.50, -0.25], [0.07, -0.16, -0.07], [-0.05, 0.53, 0.78], [-0.12, 0.05, -0.14], [-0.15, 0.00, -0.01], [0.08, 0.02, 0.04], [0.03, 0.14, -0.12], [-0.12, -0.03, 0.01], [0.14, 0.24, -0.08], [-0.07, 0.15, -0.11], [-0.06, 0.20, -0.05], [0.11, 0.05, 0.03], [0.11, -0.22, -0.05], [0.18, -0.05, 0.10], [-0.18, 0.80, -0.26], [-0.45, -0.58, 0.74], [-0.03, -0.03, -0.08], [0.18, -0.73, -0.26], [0.09, -0.06, 0.08], [-0.49, 0.46, 0.33], [-0.10, 0.01, 0.09], [-0.16, 0.04, 0.09], [0.04, 0.10, -0.01], [0.71, 0.03, 0.12], [0.03, -0.13, 0.03], [0.76, -0.32, -0.21], [-0.46, 0.06, -0.36], [0.34, 0.52, -0.46], [-0.26, -0.68, 0.14], [-0.21, -0.06, 0.07], [-0.17, 0.49, -0.58], [0.11, 0.07, -0.18], [0.54, 0.22, 0.36], [-0.14, -0.01, -0.31], [0.51, 0.22, -0.02], [-0.02, 0.07, 0.04], [0.02, 0.02, 0.08], [0.15, 0.02, 0.01], [-0.09, -0.17, -0.04], [0.06, -0.22, -0.03], [0.14, 0.00, -0.01], [0.18, 0.01, 0.12], [-0.08, -0.25, -0.08], [0.05, -0.16, -0.06], [0.09, 0.09, -0.07], [0.00, 0.06, -0.17], [-0.24, 0.09, -0.13], [-0.24, 0.07, -0.06]], "mulliken_charge": [-1.274, 0.192, -1.254, 0.414, 0.405, 0.464, -0.029, 0.524, 0.441, 0.019, 1.163, 0.717, 0.478, -0.425, -1.346, 0.497, 0.374, 0.332, -0.226, -0.022, 0.744, -1.314, 1.723, 1.198, 0.403, 0.585, -1.627, 0.420, 0.323, 0.418, 1.184, -2.124, -0.156, -0.246, -1.573, 0.416, -0.225, 0.302, 0.529, 0.610, 0.418, -1.220, 0.369, 0.461, 0.474, 0.478, 0.483, 0.331, -0.362, 0.687, 0.608, 0.455, 0.149, 0.332, 0.610, -0.866, -2.209, 0.250, 0.068, 0.420, 0.431, -0.362, -2.274, -1.307, -1.654, -0.598, 0.321, 0.360, 0.749, -0.025, 0.601, 0.716, -0.363, -1.167, -0.204, 0.464, -1.258, 0.673, -0.375, 0.336, 0.497, 0.503, 0.360, 0.382, 0.363, 0.578, 0.490, 0.362, 0.045, -1.577, -1.399, 0.316, 0.441, 0.603], "largest_force_ha_per_bohr": 0.0245, "total_charge": 2, "total_energy_ev": -89895.999, "orbital_gap_ha": [0.21638, 0.27414], "s_squared": 3.7907, "lumo_energy_ev": [-6.98, -6.60], "homo_ev": [-12.86, -14.06], "multiplicity": 4}

---

[2]
{"formula": "C28H53Cl14FO4PS", "method": "ωB97M-V/def2-TZVPD", "symbols": ["H", "H", "Cl", "H", "C", "H", "C", "H", "H", "C", "P", "H", "Cl", "H", "C", "H", "C", "O", "H", "H", "F", "C", "C", "H", "C", "H", "H", "C", "H", "Cl", "H", "C", "H", "C", "Cl", "C", "Cl", "H", "C", "H", "H", "Cl", "H", "H", "H", "H", "H", "O", "C", "H", "Cl", "H", "H", "S", "H", "Cl", "C", "H", "H", "Cl", "C", "H", "H", "H", "H", "Cl", "H", "H", "H", "Cl", "H", "H", "C", "H", "H", "C", "C", "H", "H", "H", "C", "C", "H", "C", "H", "H", "C", "C", "Cl", "C", "H", "H", "H", "C", "Cl", "H", "O", "H", "C", "C", "O", "Cl"], "xyz": [[2.983, 2.028, 1.461], [2.044, -2.852, 6.111], [-0.696, -0.071, -6.507], [-0.494, 4.384, 0.002], [-6.596, 0.651, -2.109], [-5.225, -0.487, -3.529], [3.624, 1.786, -0.709], [3.079, -3.557, 0.731], [2.161, -2.719, 7.882], [3.379, 2.192, 7.195], [4.400, 0.034, -0.997], [4.647, -4.857, 3.603], [4.166, 3.171, 8.440], [5.336, 0.358, 0.067], [10.045, 2.003, -1.743], [-1.240, 3.217, -1.171], [-6.178, -1.270, 0.851], [2.849, -1.717, -3.096], [5.559, -3.633, -0.427], [6.415, -1.383, -0.992], [3.401, 0.782, -3.916], [-8.240, 0.355, 0.570], [2.555, 1.799, 0.443], [-0.016, 3.121, 4.236], [7.504, -0.489, -4.651], [-5.890, -0.384, 1.477], [3.327, -4.118, -0.971], [-4.101, 0.640, -1.291], [9.432, 2.320, -2.584], [0.544, -4.298, 7.214], [-6.334, -1.538, -1.816], [-7.751, 1.722, -2.387], [6.794, -0.528, -5.473], [-2.952, 1.221, -0.564], [1.146, 1.231, 3.451], [-3.068, 2.482, 0.197], [3.452, -4.501, 7.037], [0.074, 1.919, 1.246], [-0.899, 3.343, -0.109], [5.348, -1.992, -2.300], [0.808, -1.892, -6.561], [6.987, 0.759, -3.507], [3.498, -0.519, 0.003], [-8.170, 2.171, -1.451], [10.335, 2.868, -1.151], [0.083, 1.411, -0.534], [-1.117, 1.849, 3.656], [1.656, 0.133, -2.182], [-4.387, 3.132, 0.249], [-8.765, 0.094, 1.540], [1.638, -0.560, -4.807], [-1.956, 0.701, -0.634], [5.318, 0.666, -1.942], [2.988, -0.312, -2.677], [-4.507, 4.093, 0.815], [3.774, -2.667, 3.535], [-0.212, 2.052, 4.224], [-8.521, 1.299, -3.085], [2.683, -2.394, -0.580], [-0.441, 1.491, 5.887], [0.254, 2.276, 0.174], [-6.525, 3.091, -0.440], [-9.482, -1.870, -0.317], [-3.903, -0.301, -1.870], [-8.069, -3.003, -0.525], [2.963, 0.588, 7.807], [-5.361, -1.645, 0.180], [3.165, 2.204, -1.644], [2.469, 2.693, 6.874], [7.582, -2.081, -3.889], [-0.245, -1.935, -5.127], [-6.771, 0.220, -4.331], [4.910, -2.741, -0.186], [4.057, 2.082, 6.352], [5.195, -2.426, 0.866], [2.062, -3.407, 7.047], [-7.455, -0.863, -0.050], [-8.590, -2.378, 1.165], [-7.612, 1.274, 0.720], [-7.230, 2.575, -2.928], [-8.449, -2.121, 0.079], [3.647, -4.432, 3.586], [-6.497, -2.109, 1.533], [5.326, -1.605, -1.241], [-8.036, -1.038, -2.167], [3.108, -4.720, 4.485], [0.357, -1.297, -5.770], [-5.545, 2.547, -0.483], [2.783, -5.051, 2.173], [3.403, -3.216, -0.307], [-5.340, 1.280, -3.811], [4.458, 2.488, -0.389], [8.492, -0.235, -5.028], [-7.115, -0.746, -1.591], [11.506, 1.217, -2.362], [-9.061, 0.629, -0.163], [-1.965, 3.048, 0.851], [1.968, 0.845, 0.539], [-5.961, 0.373, -3.567], [-5.444, 1.306, -1.268], [1.570, 2.836, 0.090], [9.103, 0.908, -0.733]], "forces_ev_per_angstrom": [[-0.27, -0.09, -1.07], [0.02, -0.14, 0.03], [-0.27, -0.01, -0.19], [-0.59, -0.90, 0.31], [0.14, 0.40, -1.32], [-1.11, 0.81, -0.21], [-0.53, 0.60, 0.71], [0.48, 0.86, -2.06], [0.01, -0.17, -0.02], [-0.06, 0.06, -0.26], [3.92, 2.01, 2.75], [-0.08, 0.11, -0.10], [0.01, 0.07, -0.04], [-0.05, -0.19, 0.32], [-0.25, 0.14, 0.08], [0.00, 0.21, 1.10], [-1.00, 0.34, -0.47], [2.20, 0.97, 0.60], [-0.52, 0.76, 0.41], [-1.21, 0.10, -0.43], [0.35, -0.51, 0.70], [-0.51, 0.12, -0.69], [-0.18, 0.34, -0.93], [0.05, -0.13, 0.06], [0.16, 0.26, -0.23], [0.21, -0.91, -0.69], [-0.10, 1.03, 0.32], [0.10, 2.38, 1.59], [0.04, -0.19, 0.04], [-0.03, 0.06, 0.00], [-0.83, 0.89, 0.23], [1.27, 0.24, -0.05], [-0.04, -0.03, 0.19], [-1.75, 0.55, -0.32], [0.01, -0.01, 0.26], [-2.32, -0.93, -0.97], [0.09, 0.06, 0.17], [0.10, 0.33, -1.48], [1.72, -0.78, -0.24], [-0.43, 0.27, 1.13], [-0.08, 0.16, -0.01], [0.37, -0.14, -0.63], [-0.48, -0.33, -0.68], [0.06, -0.66, -0.97], [0.06, -0.17, -0.01], [0.64, 0.74, 0.65], [0.11, -0.07, 0.06], [1.88, 0.43, -0.51], [0.30, -1.82, -1.24], [0.84, 0.13, -1.00], [-2.91, -0.13, -4.33], [-1.20, 0.65, 0.13], [-0.76, -0.17, 0.16], [-3.69, -1.70, 2.13], [0.14, -1.11, -0.65], [0.01, 0.03, 0.14], [-0.06, 0.09, -0.24], [0.52, 0.35, 0.90], [0.91, -1.01, -0.11], [-0.05, 0.07, 0.12], [-0.88, 0.43, 0.67], [1.18, -0.58, -0.02], [1.15, -0.19, 0.27], [-0.38, 1.10, 0.70], [-0.32, 0.88, 0.90], [-0.03, -0.05, -0.05], [-0.54, 0.53, 0.88], [0.25, -0.36, 0.92], [0.04, -0.10, 0.14], [0.16, -0.05, -0.16], [-0.04, 0.17, -0.05], [0.86, -0.02, 0.68], [0.07, 0.06, -1.16], [0.00, -0.05, 0.16], [-0.55, -0.12, -1.18], [-0.05, 0.26, -0.07], [-0.55, -1.53, 0.89], [0.25, 0.03, -1.09], [-0.45, -0.97, -0.07], [-0.72, -0.90, 0.51], [-0.26, 0.51, -0.38], [-0.06, -0.18, 0.08], [0.50, 0.89, -0.57], [0.75, -1.42, 0.58], [0.79, 0.44, 0.35], [0.03, 0.09, -0.25], [0.40, -0.09, 0.32], [1.75, -0.93, -0.04], [-0.13, -0.90, 0.93], [0.05, 0.10, 1.47], [-0.76, -0.84, -0.12], [-0.67, -0.96, -0.58], [-0.05, -0.08, 0.11], [0.17, 0.31, 0.76], [0.10, 0.06, -0.10], [0.80, -0.24, 0.89], [-1.02, 0.01, -1.77], [0.91, 0.56, -0.28], [0.44, 0.47, 0.81], [2.34, 0.14, 1.27], [-0.90, -0.91, 0.42], [0.03, 0.11, 0.07]], "mulliken_charge": [0.363, 0.117, -0.207, 0.249, 2.155, 0.336, -1.179, -0.621, 0.210, -0.128, 0.912, 0.293, -0.174, 0.009, -0.236, 0.409, -1.288, -0.586, 0.407, 0.222, -0.418, -1.458, -0.165, 0.294, -0.377, 0.256, 0.415, -0.675, 0.185, -0.164, 0.318, -1.731, 0.301, -0.161, -0.103, 0.384, -0.170, -0.096, -0.671, 0.169, 0.296, -0.104, -0.354, 0.317, 0.321, -0.006, 0.192, -0.553, -1.040, 0.401, 0.038, 0.284, -0.613, 0.939, 0.342, -0.139, -0.228, 0.365, -0.063, -0.175, 0.563, 0.243, 0.381, 0.217, 0.348, -0.117, 0.215, 0.254, 0.156, -0.153, 0.243, 0.407, -0.524, 0.261, 0.155, 0.020, 2.039, 0.469, 0.239, 0.429, -1.746, -0.088, 0.402, -0.379, 0.372, 0.078, -0.377, -0.151, -0.182, 0.199, 0.385, 0.382, 0.331, -1.706, -0.184, 0.268, -0.438, 0.320, -1.599, 0.234, -0.485, -0.097], "largest_force_ha_per_bohr": 0.1015, "total_charge": -1, "total_energy_ev": -236234.536, "orbital_gap_ha": 0.23894, "lumo_energy_ev": 1.93, "homo_ev": -4.57, "multiplicity": 1}